18
Properties=species:S:1:pos:R:3:forces:R:3 method="wB97M-V/def2-TZVPD" smiles="CCN=[PH3].C=C" e_above_lowest_kcal_mol=112.8 orbital_gap_ha=0.34213 multiplicity=1 e_lumo_ha=0.034 fmax_ev_per_a=4.38 e_homo_ev=-8.389
C -1.6968 0.6199 1.5123 2.92 1.63 -0.50
C -0.8965 -0.6291 1.1004 -0.66 -0.72 -1.34
N 0.4159 -0.3482 0.5316 -2.83 2.03 2.65
P 1.4257 -1.3105 0.0220 1.43 -0.58 -1.67
H -1.4415 1.4697 0.6954 -1.14 -1.93 1.90
H -2.7377 0.4092 1.7271 -0.15 0.12 -0.39
H -1.2025 0.9287 2.4598 -0.55 0.39 -0.47
H -0.7675 -1.3310 1.9931 -0.68 0.52 -1.25
H -1.5059 -1.0249 0.2201 0.41 -0.51 1.37
H 2.5933 -0.5478 -0.0559 0.38 -0.52 -0.55
H 1.2390 -2.0418 -1.2323 0.32 0.43 0.53
H 1.7617 -2.3480 0.7586 0.80 -2.10 1.55
C -0.1509 1.5062 -2.1478 0.47 3.46 0.59
C 0.2030 0.2543 -2.0074 0.23 -0.55 0.08
H -1.1039 2.0106 -2.3226 -0.28 -1.21 -0.62
H 0.5134 2.3955 -1.8927 -0.15 -1.63 -0.13
H -0.5098 -0.5692 -2.2453 0.85 0.51 0.39
H 1.1783 0.0501 -1.4751 -1.37 0.66 -2.15